No. 1
C32H67NO18PS5 | ωB97M-V with the def2-TZVPD basis set

As for the expectation value of S²: 0.7540. The calculation puts the orbital gap (spin up / spin down) at 8.032 / 8.032 eV. Its multiplicity is 2.

Geometry (Å):
S (0.907, 4.618, 1.640)
S (7.687, -0.435, -2.486)
S (-8.764, 0.631, 0.442)
S (2.388, 1.674, -3.696)
S (7.253, 4.033, 0.492)
P (-3.646, -1.646, 0.321)
O (-10.360, 0.689, 0.508)
O (1.381, 3.269, 1.566)
O (2.697, 0.998, -5.114)
O (-8.257, 0.273, 1.733)
O (1.543, 0.798, -2.941)
O (1.704, 5.715, 1.177)
O (0.432, 4.921, 3.136)
O (7.645, 5.110, 1.349)
O (8.808, -1.023, -3.155)
O (2.028, -2.575, 0.459)
O (7.424, -0.691, -1.101)
O (2.041, 3.047, -3.904)
O (6.357, -0.733, -3.332)
O (7.495, 4.081, -0.921)
O (-3.113, -1.180, -1.196)
O (5.711, 3.705, 0.738)
O (-4.372, -0.266, 1.005)
O (-8.374, -0.081, -0.738)
N (0.851, -2.383, 0.946)
C (4.757, 4.780, 0.638)
C (-3.993, -2.750, 3.183)
C (-1.519, -3.395, 0.763)
C (0.008, -1.246, -1.164)
C (1.146, 0.025, 0.640)
C (1.359, 4.667, 4.204)
C (-5.478, -4.224, 1.688)
C (-11.063, -1.314, 1.729)
C (5.471, -2.856, -2.494)
C (4.025, 1.591, -3.051)
C (0.258, -4.253, 2.407)
C (0.179, -1.197, 0.379)
C (-0.681, 4.713, 0.879)
C (6.053, -2.096, -3.671)
C (-2.135, -2.081, 1.357)
C (0.474, -4.698, -0.030)
C (-11.088, -0.547, 0.421)
C (-8.490, 2.354, 0.188)
C (2.408, 5.757, 4.317)
C (7.719, 1.309, -2.737)
C (-5.247, -6.644, 1.461)
C (-1.118, -0.876, 1.169)
C (7.903, 2.520, 1.125)
C (1.585, 0.572, -5.917)
C (-2.529, -2.291, 2.862)
C (4.453, 5.129, -0.805)
C (-4.195, -6.557, 2.405)
C (-5.905, -5.439, 1.109)
C (-4.399, -4.115, 2.603)
C (0.913, 1.737, -6.619)
C (-3.759, -5.338, 2.969)
C (0.011, -3.606, 0.993)
H (-4.764, -1.997, 2.938)
H (1.648, 2.337, -7.157)
H (6.779, 1.732, -2.391)
H (4.698, 2.106, -3.734)
H (-12.115, -0.279, 0.176)
H (-8.954, 2.907, 1.002)
H (1.988, -0.063, -0.070)
H (3.633, 5.846, -0.857)
H (-3.918, -1.155, -1.739)
H (-1.757, -3.451, -0.321)
H (7.678, 2.458, 2.186)
H (4.025, 2.088, -2.082)
H (0.584, 0.927, 0.316)
H (7.870, 1.511, -3.795)
H (-10.707, -1.155, -0.403)
H (4.310, 0.548, -2.938)
H (1.939, 6.741, 4.359)
H (-1.304, 3.911, 1.266)
H (0.277, -4.409, -1.079)
H (0.163, 1.375, -7.323)
H (-10.059, -1.676, 1.954)
H (-0.772, -1.961, -1.492)
H (1.463, 0.084, 1.695)
H (-0.148, -5.591, 0.208)
H (6.214, -2.995, -1.709)
H (0.281, -3.464, 3.192)
H (0.871, 0.010, -5.310)
H (0.956, -1.559, -1.638)
H (-2.413, -1.293, 3.343)
H (8.544, 1.712, -2.155)
H (8.981, 2.533, 0.967)
H (-11.730, -2.176, 1.678)
H (-11.370, -0.674, 2.557)
H (-2.026, -4.273, 1.214)
H (7.456, 1.688, 0.582)
H (-5.577, -7.580, 0.995)
H (-0.261, -0.259, -1.587)
H (3.846, 4.430, 1.120)
H (-2.937, -5.302, 3.698)
H (5.103, 5.655, 1.191)
H (4.634, -2.310, -2.056)
H (5.318, -2.054, -4.475)
H (-1.588, 0.037, 0.747)
H (-5.246, -0.599, 1.263)
H (-0.791, -0.582, 2.195)
H (5.322, 5.571, -1.295)
H (1.252, -4.743, 2.457)
H (-4.041, -2.862, 4.291)
H (0.418, 2.394, -5.904)
H (-0.536, -4.970, 2.687)
H (1.820, 3.685, 4.082)
H (-8.917, 2.640, -0.771)
H (3.013, 5.612, 5.213)
H (-0.538, 4.598, -0.194)
H (-6.737, -5.384, 0.388)
H (1.990, -0.115, -6.659)
H (3.075, 5.753, 3.454)
H (-1.848, -2.972, 3.403)
H (0.768, 4.635, 5.119)
H (-1.116, 5.686, 1.098)
H (-3.707, -7.502, 2.692)
H (6.940, -2.596, -4.067)
H (4.182, 4.237, -1.370)
H (-5.977, -3.288, 1.394)
H (1.517, -5.012, 0.149)
H (-7.414, 2.519, 0.188)
H (5.125, -3.841, -2.811)

No. 2
C15H37I2N2O4PdSi | ωB97M-V with the def2-TZVPD basis set

As for the expectation value of S²: 6.0199. For the relative energy (zero: lowest compared OMol25 entry of this formula, charge and spin), the calculation gives 79.6 kJ/mol. As for the charge: +3. The calculation puts the orbital gap (spin up / spin down) at 8.661 / 4.954 eV. Its multiplicity is 5.

Geometry (Å):
I (-1.640, -2.769, -2.737)
I (-2.587, -3.319, 0.659)
Pd (-0.003, -3.049, -0.490)
Si (-0.139, 0.587, 0.319)
O (0.931, 1.460, -0.561)
O (0.003, 1.158, 1.853)
O (0.106, -0.956, 0.166)
O (-1.650, 0.955, -0.209)
N (0.632, -5.278, -0.603)
N (2.238, -2.926, -1.144)
C (2.796, -4.286, -1.172)
C (1.032, 1.245, 2.770)
C (1.213, 0.671, -2.813)
C (2.211, 0.359, 2.422)
C (-2.403, 3.040, 0.779)
C (-3.454, 0.881, 1.353)
C (-3.736, 1.796, -0.980)
C (1.507, 2.742, 2.795)
C (0.469, 0.975, 4.177)
C (-2.771, 1.673, 0.186)
C (2.330, 2.767, -1.967)
C (2.041, -5.171, -0.179)
C (1.071, 1.879, -1.874)
C (-3.282, -3.218, -1.400)
C (-0.129, 2.745, -2.291)
H (0.129, -5.911, 0.023)
H (-4.308, 1.443, 1.712)
H (2.442, 3.145, -2.979)
H (1.241, 1.009, -3.844)
H (1.794, 3.004, 1.779)
H (-1.026, 2.136, -2.178)
H (-3.310, 2.426, -1.763)
H (-3.942, 0.827, -1.426)
H (2.959, 0.386, 3.208)
H (1.854, -0.663, 2.293)
H (2.516, -6.159, -0.119)
H (-1.692, 2.929, 1.592)
H (-3.289, 3.552, 1.139)
H (-4.671, 2.246, -0.663)
H (-1.940, 3.641, -0.002)
H (3.863, -4.287, -0.920)
H (0.703, 3.392, 3.124)
H (1.249, 1.099, 4.920)
H (-0.356, 1.638, 4.423)
H (2.140, 0.145, -2.594)
H (2.682, -4.690, -2.181)
H (2.351, 2.838, 3.469)
H (0.593, -5.691, -1.540)
H (2.399, -2.441, -2.025)
H (-0.037, 3.076, -3.320)
H (2.072, -4.723, 0.825)
H (-0.195, 3.615, -1.643)
H (-3.781, -0.084, 0.974)
H (-2.739, 0.732, 2.155)
H (0.091, -0.047, 4.203)
H (-3.705, -4.184, -1.671)
H (2.668, 0.673, 1.486)
H (2.257, 3.606, -1.278)
H (2.647, -2.381, -0.381)
H (0.375, -0.011, -2.666)
H (3.209, 2.182, -1.700)
H (-4.028, -2.430, -1.488)

No. 3
NO4PS | ωB97M-V with the def2-TZVPD basis set

For the relative energy (zero: lowest compared OMol25 entry of this formula, charge and spin), the calculation gives 233.8 kJ/mol. As for the charge: -2. The calculation puts the orbital gap (spin up / spin down) at 4.819 / 7.213 eV.

Geometry (Å):
S (1.745, -0.245, -0.046)
P (-1.696, 0.102, -0.058)
O (-3.198, -0.016, -0.209)
O (-0.914, -1.078, -0.582)
O (2.450, -0.691, 1.185)
O (2.657, 0.590, -0.881)
N (-1.043, 1.337, 0.591)

No. 4
C4H10NO5S2 | ωB97M-V with the def2-TZVPD basis set

For the relative energy (zero: lowest compared OMol25 entry of this formula, charge and spin), the calculation gives 370.0 kJ/mol. As for the charge: -1. The calculation puts the orbital gap at 6.229 eV.

Geometry (Å):
S (1.421, -0.114, -1.075)
S (-1.710, 1.103, -0.568)
O (-2.208, 1.360, 1.163)
O (-0.248, 1.364, -0.683)
O (2.489, 0.808, -0.674)
O (-2.461, -1.776, -0.078)
O (2.171, -1.572, -1.509)
N (-0.234, -1.605, 0.330)
C (-1.479, -1.032, 0.015)
C (2.035, -1.638, 1.260)
C (-2.217, 3.014, -0.903)
C (0.925, -0.858, 0.554)
H (1.677, -2.052, 2.304)
H (-1.690, 3.056, -1.827)
H (-0.099, -2.504, 0.067)
H (2.324, -2.559, 0.764)
H (3.025, -1.040, 1.699)
H (-3.200, 3.306, -1.086)
H (0.737, 0.016, 1.038)
H (-2.029, 0.508, 1.641)
H (-1.705, 3.713, -0.074)
H (2.475, -1.497, -2.359)

No. 5
C11H13ClFN2 | ωB97M-V with the def2-TZVPD basis set

For the relative energy (zero: lowest compared OMol25 entry of this formula, charge and spin), the calculation gives 0.0 kJ/mol. As for the charge: +1. The calculation puts the orbital gap at 7.226 eV.

Geometry (Å):
Cl (5.270, -1.127, 0.216)
F (4.906, 1.831, -0.668)
N (-3.310, -0.311, -1.045)
N (-2.993, 1.072, 1.648)
C (1.361, 0.936, -0.639)
C (3.782, -0.336, -0.218)
C (-2.166, 0.517, 0.767)
C (3.803, 1.007, -0.605)
C (-2.365, 0.756, -0.721)
C (1.330, -0.410, -0.087)
C (-0.031, -2.450, 0.111)
C (0.124, -1.158, 0.394)
C (-0.970, -0.378, 1.186)
C (2.600, -1.038, -0.006)
C (2.580, 1.546, -0.976)
H (-3.200, -0.828, -1.903)
H (-4.237, -0.030, -1.143)
H (2.640, 2.593, -1.368)
H (-1.216, -1.055, 1.935)
H (-0.927, -2.901, 0.422)
H (0.431, 1.454, -1.010)
H (-0.394, 0.267, 1.861)
H (2.794, -1.970, 0.585)
H (-3.632, 1.799, 1.354)
H (0.842, -2.914, -0.439)
H (-2.844, 0.932, 2.678)
H (-2.682, 1.679, -0.984)
H (-1.498, 0.517, -1.345)

No. 6
C4H11N2O | ωB97M-V with the def2-TZVPD basis set

For the relative energy (zero: lowest compared OMol25 entry of this formula, charge and spin), the calculation gives 198.5 kJ/mol. As for the charge: +1. The calculation puts the orbital gap at 7.564 eV.

Geometry (Å):
O (-1.914, -1.976, -0.501)
N (0.297, 2.597, 1.414)
N (1.556, 2.304, -0.521)
C (-0.566, -1.841, -0.396)
C (0.407, 2.324, 0.145)
C (0.151, -1.436, -1.502)
C (-0.073, -2.147, 0.971)
H (1.026, 3.130, 1.921)
H (2.404, 2.484, 0.029)
H (1.031, -1.871, 1.055)
H (1.604, 1.789, -1.380)
H (-0.171, -3.225, 1.131)
H (-0.261, -1.475, -2.540)
H (-0.478, 1.930, -0.403)
H (-0.527, 2.404, 1.971)
H (1.176, -1.080, -1.369)
H (-0.740, -1.638, 1.695)
H (-2.233, -2.342, 0.334)